1.
Entry from OMol25: a 2-piece molecular cluster, H2NOS2 overall (ωB97M-V/def2-TZVPD).

Kohn-Sham gap (spin up / spin down): 6.27 / 6.97 eV
Spin multiplicity: 3
E_LUMO (spin up / spin down): 3.9 / 3.5 eV
HOMO (spin up / spin down): -2.397 / -3.474 eV
Total charge: -1

Atoms and positions in Å:
N -1.2659 0.6443 0.0950
O -2.4676 0.9478 0.1434
S 2.2562 -0.2868 0.0717
S -0.9263 -0.9740 0.1032
H 0.8814 -0.6043 0.5250
H 1.5223 0.2731 -0.9383

=====

2.
Entry from OMol25: one molecule with the formula H2NP (ωB97M-V/def2-TZVPD).

Kohn-Sham gap: 9.09 eV
Structure (SMILES): [H]/N=P/[H]
Spin multiplicity: 1
E_LUMO: -0.2 eV
HOMO: -9.302 eV
Total charge: 0

Atoms and positions in Å:
N -0.5862 -0.2892 -0.0002
P 0.9307 -0.1697 -0.0023
H -0.9356 -1.2448 0.0244
H 1.0335 1.3750 0.0059

=====

3.
Entry from OMol25: one molecule with the formula H2NPS2 (ωB97M-V/def2-TZVPD).

Kohn-Sham gap: 7.52 eV
Structure (SMILES): NSP=S
Spin multiplicity: 1
E_LUMO: -1.1 eV
HOMO: -8.603 eV
Total charge: 0

Atoms and positions in Å:
N 0.1650 -0.4293 -0.1629
P 2.8907 0.6511 0.0491
S 4.6617 -0.0104 -0.0535
S 1.6939 -1.0836 0.0692
H -0.0252 0.5092 -0.1739
H -0.3231 -0.9623 0.4517

=====

4.
Entry from OMol25: one molecule with the formula H2NPS2 (ωB97M-V/def2-TZVPD).

Kohn-Sham gap: 7.76 eV
Structure (SMILES): NSP=S
Spin multiplicity: 1
E_LUMO: -1.4 eV
HOMO: -9.124 eV
Total charge: 0

Atoms and positions in Å:
N -0.1858 0.3982 -0.2823
P -0.5632 1.4344 2.6627
S -0.9566 2.9769 3.7685
S -0.6389 2.1259 0.6959
H -0.7118 -0.2975 0.2349
H 0.8007 0.2747 -0.0850

=====

5.
Entry from OMol25: H2NaO as an isolated structure (ωB97M-V/def2-TZVPD).

Kohn-Sham gap: 10.57 eV
Spin multiplicity: 1
E_LUMO: -5.3 eV
HOMO: -15.863 eV
Total charge: +1

Atoms and positions in Å:
O -0.0707 -0.5056 0.0030
H 0.3765 -1.3804 -0.0527
H -0.9762 -0.7103 0.3290
Na 0.6704 2.5963 -0.2793

=====

6.
Entry from OMol25: H2NaO as an isolated structure (ωB97M-V/def2-TZVPD).

Kohn-Sham gap: 8.69 eV
Spin multiplicity: 1
E_LUMO: -5.7 eV
HOMO: -14.347 eV
Total charge: +1

Atoms and positions in Å:
O 0.1230 0.6406 0.8596
H 0.1389 0.2881 1.7782
H 1.0407 0.9575 0.6995
Na -1.3026 -1.8863 -3.3373

=====

7.
Entry from OMol25: H2NaO as an isolated structure (ωB97M-V/def2-TZVPD).

Kohn-Sham gap: 8.11 eV
Spin multiplicity: 1
E_LUMO: -5.8 eV
HOMO: -13.917 eV
Total charge: +1

Atoms and positions in Å:
O -0.0489 -1.8987 -1.9539
H 0.8697 -1.9568 -2.3018
H -0.3837 -1.0331 -2.2810
Na 0.0776 2.3272 2.6131

=====

8.
Entry from OMol25: one molecule with the formula H2O (ωB97M-V/def2-TZVPD).

Kohn-Sham gap: 12.42 eV
Structure (SMILES): O
Spin multiplicity: 1
E_LUMO: 0.8 eV
HOMO: -11.590 eV
Total charge: 0

Atoms and positions in Å:
H 0.7029 -0.3472 0.0000
H -0.7029 -0.1644 0.0000
O 0.0000 0.5117 0.0000

=====

9.
Entry from OMol25: one molecule with the formula H2O4S (ωB97M-V/def2-TZVPD).

Kohn-Sham gap: 11.25 eV
Structure (SMILES): O=[SH](=O)OO
Spin multiplicity: 1
E_LUMO: 0.4 eV
HOMO: -10.892 eV
Total charge: 0

Atoms and positions in Å:
O -2.0425 0.5916 0.5002
O -0.9208 -1.3756 -0.5517
O 1.4606 0.3625 -0.0134
O 0.3784 1.0785 -0.3957
S -0.8860 -0.1950 0.2502
H 1.9288 0.1074 -0.9514
H 0.0815 -0.5694 1.1617

=====

10.
Entry from OMol25: a 2-piece molecular cluster, H2O5P2 overall (ωB97M-V/def2-TZVPD).

Kohn-Sham gap: 6.30 eV
Spin multiplicity: 1
E_LUMO: 7.0 eV
HOMO: 0.724 eV
Total charge: -2

Atoms and positions in Å:
O -2.4014 0.2031 -0.2132
O 1.3129 -2.1585 -0.4145
O -0.4325 -1.5164 1.1838
O 2.3814 1.1188 -0.9815
O 0.7611 2.0619 0.5639
P 1.5886 0.9020 0.2517
P 0.3690 -1.1048 -0.1152
H -1.7111 -0.4358 0.1838
H -1.8680 0.9297 -0.4588

=====

11.
Entry from OMol25: H2O5STl as an isolated structure (ωB97M-V/def2-TZVPD).

Kohn-Sham gap: 5.73 eV
Spin multiplicity: 1
E_LUMO: -8.8 eV
HOMO: -14.516 eV
Total charge: +1

Atoms and positions in Å:
Tl 3.3954 -1.7228 -0.8713
S -3.1578 -1.7246 0.4004
O -4.1172 -2.7182 0.2079
O -3.1132 -1.3771 1.7849
O -1.7835 -2.2106 0.1036
O -3.4384 -0.5295 -0.3883
O 4.0321 3.0390 -0.4134
H 4.4407 3.5848 0.2585
H 3.7418 3.6590 -1.0824

=====

12.
Entry from OMol25: H2O7P2S4SbW as an isolated structure (ωB97M-V/def2-TZVPD).

Kohn-Sham gap: 6.85 eV
Spin multiplicity: 1
E_LUMO: -6.1 eV
HOMO: -12.993 eV
Total charge: +1

Atoms and positions in Å:
W -0.0619 0.1545 -0.2373
S -5.1846 -2.3588 -0.5064
Sb -3.0034 -1.5046 -0.4285
S -2.2132 0.4230 -1.4334
S -1.5118 -1.2345 1.2874
S -3.5896 -3.4815 -1.5599
O 2.4092 2.1967 1.7385
P 2.0374 0.7090 1.4266
O 2.6545 -0.3373 2.2149
O 0.3551 0.6642 1.5003
O 1.9459 0.6204 -0.1400
P 0.6483 2.1547 -1.9857
O 0.6496 -1.4676 -0.6900
O -0.1515 2.1837 -0.6466
O 0.5141 0.6488 -2.2565
H 2.9159 2.3038 2.5585
H 1.5858 -1.6744 -0.8419